ORCA calculation (ωB97M-V with the def2-TZVPD basis set) on a molecular structure, C21H35FP2Sn in a non-equilibrium geometry.

The geometry in ORCA input format:
```
! wB97M-V def2-TZVPD RIJCOSX def2/J DEFGRID3
* xyz 2 1
P -1.48222 1.87881 -0.62406
P 0.98441 -0.62204 -1.61820
C -0.47748 1.88360 -2.17940
C -0.12711 0.48646 -2.72252
H 0.43746 2.45616 -1.92589
H -1.05422 2.43745 -2.94164
H -0.99772 -0.15013 -2.95202
H 0.43314 0.61486 -3.65711
C 2.44540 -0.09744 -2.66608
H 3.36510 -0.65838 -2.44389
H 2.64856 0.97743 -2.60232
H 2.15940 -0.33279 -3.70062
C 1.37263 -2.42826 -1.96739
H 2.16531 -2.48752 -2.72058
H 0.50529 -3.01183 -2.28826
H 1.80926 -2.86488 -1.06095
C -1.88549 3.68684 -0.38542
H -2.77469 3.79787 0.25552
H -2.10147 4.21554 -1.32852
H -1.07209 4.21191 0.13434
C -3.11435 1.29925 -1.09530
H -2.99912 0.29059 -1.51436
H -3.62930 1.90893 -1.84020
H -3.67542 1.25564 -0.15401
Sn -1.73680 -1.75803 -0.92772
C 2.46646 0.80122 0.36016
C 2.43145 2.04892 -0.16003
C 2.76691 3.21569 0.69791
C 2.03353 3.09937 2.06203
C 0.54073 3.14764 2.01849
C -0.22284 2.02901 2.00898
C 0.14142 0.62160 1.53770
C 1.61755 0.17332 1.47554
C -3.85922 -1.59222 -0.22466
H 3.16859 0.12317 -0.14234
H 2.56564 2.25205 -1.24680
H 2.57103 4.17424 0.19261
H 3.87008 3.16672 0.86429
H 2.37368 2.15449 2.51397
H 2.41203 3.84440 2.77329
H 0.02360 4.11765 1.99810
H -1.30610 2.12721 2.18586
H -0.22604 0.42051 0.48574
H -0.48438 -0.12116 2.08682
H 2.03485 0.25423 2.48270
H 1.62423 -0.91459 1.28228
H -4.39927 -2.35432 -0.81098
H -4.29052 -0.59453 -0.33720
H -3.80962 -1.84032 0.84641
F 0.61248 -5.72047 3.53811
C 0.00326 -4.94180 2.58595
C -0.16226 -5.47099 1.30465
C -0.68509 -4.61985 0.31265
C -1.06615 -3.31380 0.65900
C -1.03055 -2.86021 1.97560
C -0.44034 -3.67316 2.96861
H 0.13857 -6.49502 1.07445
H -0.80781 -5.01977 -0.70764
H -1.48653 -1.90527 2.26805
H -0.31786 -3.32402 3.99629
*
```

Summary:
Relative energy (zero: lowest compared OMol25 entry of this formula, charge and spin) (kcal/mol): 93.1